Here is C7H10 in the gas phase from OMol25. Energies are from ωB97M-V/def2-TZVPD.

Results
**Relative energy (zero: lowest compared OMol25 entry of this formula, charge and spin)**: 1.7465 eV
**Lowest unoccupied orbital energy**: 0.73 eV
**SMILES**: C=C/C=C\C=C/C
**DFT total energy**: -7419.2882 eV

Structure (ORCA input):
```
! RIJCOSX wB97M-V def2-TZVPD def2/J DEFGRID3
* xyz 0 1
H -1.19219 0.90064 0.69559
C -1.42207 -0.83019 -0.57453
C 0.49719 -1.16156 0.99281
C -0.36534 -1.52966 -0.14681
H -0.18624 -2.51208 -0.58614
H -2.87477 0.52687 0.25221
C -1.83779 0.52982 -0.10353
C 1.34483 1.07959 -1.06285
H 2.28721 1.75412 0.66412
H 1.77094 1.87157 -1.67155
H -1.78158 1.24455 -0.93495
H 0.48282 -1.89362 1.80220
C 1.25770 -0.07253 1.18370
H 1.72711 0.01699 2.16296
H 0.70477 0.36152 -1.56460
C 1.63465 0.99221 0.23833
H -2.04724 -1.27825 -1.34697
*
```